An isolated molecule of C14H12FNS in a non-equilibrium geometry, computed with ωB97M-V with the def2-TZVPD basis set.

Structure (XYZ):
```
29
Properties=species:S:1:pos:R:3:forces:R:3:mulliken_charge:R:1
S 0.741067 1.859215 1.358058 0.341 -1.461 -1.301 -0.25
F -6.152419 0.195100 0.449158 2.083 0.068 -0.837 -0.33
N 2.182869 -0.869538 0.972184 -1.578 1.350 -1.556 -0.27
C -0.202676 0.276585 1.028427 -0.153 -2.660 -0.807 0.16
C -1.747543 0.249750 0.915226 2.322 -2.707 -0.465 -0.41
C 4.469745 1.033324 -1.721515 -2.004 0.386 1.935 -0.39
C 2.728323 2.834223 -0.659800 1.685 -4.130 -0.415 -0.43
C -4.744635 0.265963 0.049876 -0.178 -0.406 0.087 -0.14
C 3.918469 2.497908 -1.638103 -1.708 -2.663 2.205 -0.40
C -0.018382 -2.336950 0.523121 -1.715 3.242 0.366 -0.60
C -2.474792 -1.081420 0.596265 3.523 0.373 -0.029 0.72
C -4.066257 -1.121127 0.467277 0.467 -0.209 0.627 -0.48
C 0.720899 -0.989533 0.847043 -4.266 -0.462 -0.324 0.29
C -1.579611 -2.359943 0.381624 1.701 2.656 0.902 -0.60
C 2.184660 1.657116 0.183366 1.643 -1.082 -1.533 0.42
C 3.925116 -0.143075 -0.843001 -2.035 4.115 0.430 -0.54
C 2.755493 0.187016 0.120633 1.781 2.141 -2.164 0.34
H 2.281332 3.892881 -0.571665 0.802 -2.057 -0.163 0.31
H 4.322336 -1.214424 -0.887370 -0.531 1.866 -0.091 0.22
H 2.669018 -1.767932 0.857905 -0.432 0.657 -0.038 0.32
H -2.284596 1.256490 1.079921 0.939 -1.968 -0.353 0.07
H 4.319012 3.344985 -2.292361 -0.503 -1.595 1.040 0.31
H -2.046014 -3.379391 0.127466 0.649 1.897 0.448 0.26
H -4.478640 -1.393297 1.515075 0.533 0.381 -1.755 0.26
H 0.605679 -3.292104 0.370289 -1.231 1.656 0.248 0.19
H 5.317305 0.747209 -2.449360 -1.548 0.813 1.280 0.27
H -4.668580 0.426896 -1.080069 -0.399 -0.233 1.592 0.25
H -4.326186 1.186857 0.574058 -0.537 -1.442 -0.570 0.17
H -4.350994 -1.962783 -0.273730 0.348 1.474 1.241 0.27
```
Positions in Å, forces in eV/Å.

energy	-29747.2842	eV
SMILES	FCCc1ccc2c(c1)Sc1ccccc1N2
total charge	0
lowest unoccupied orbital energy	0.25	eV



C49H55LuN5O4PS as an isolated structure in a non-equilibrium geometry, computed with ωB97M-V with the def2-TZVPD basis set.

Structure (XYZ):
```
116
Properties=species:S:1:pos:R:3:forces:R:3:mulliken_charge:R:1
Lu 0.776650 -0.059719 -0.291340 0.389 -1.392 -0.942 1.34
S -0.570311 0.358506 -2.755158 0.199 0.650 0.246 0.01
P -3.443702 -1.792792 2.614585 -0.555 0.280 0.523 -0.48
O -1.397373 -0.246065 0.410472 0.033 0.698 -0.760 -1.01
O 3.082450 3.107305 1.502694 0.609 -0.311 -0.296 -0.69
O 3.466793 -3.428828 -0.982224 0.762 -1.714 -0.366 -0.68
O 0.161125 -1.421729 1.448866 -1.222 0.692 -0.267 -1.08
N -2.442654 2.084906 -3.682620 -0.384 -0.203 1.100 0.29
N 1.514972 1.863190 0.383917 0.435 1.246 0.453 1.51
N -2.245650 2.189424 -1.504472 -0.916 -0.268 0.586 0.87
N 1.998472 -1.660894 -1.350016 0.973 0.168 0.908 2.05
N 3.080079 -0.229905 0.376316 0.460 0.759 1.057 0.05
C -2.366550 -4.838107 5.185725 0.230 -0.641 -1.062 -0.70
C 3.343926 -0.855787 -3.830220 -1.257 -0.007 -1.463 0.83
C -6.319985 -0.875952 5.413877 0.161 -0.121 0.030 -0.53
C -3.523750 2.829812 -3.204092 1.489 -0.149 0.526 -0.34
C 0.442095 -3.016139 -2.603041 -0.488 -0.303 0.621 0.13
C -1.971680 -4.111225 2.636269 0.583 0.566 0.009 0.32
C -5.605417 -0.195897 6.407834 0.022 0.768 -0.156 -0.52
C -1.016856 -0.898661 1.415935 1.078 -0.226 0.562 1.91
C -2.830370 -3.299054 3.406582 0.847 -1.821 -1.016 0.69
C 3.085362 0.373914 -4.761427 0.935 1.043 2.894 -1.24
C -1.291019 -5.255338 3.086166 -1.536 2.499 -0.527 -0.74
C 0.351136 -2.794010 -4.990444 -1.144 -0.395 -1.253 -1.94
C 4.446616 -1.746407 -4.345114 1.890 0.519 -0.037 -1.69
C 2.883361 4.314802 -1.881210 -0.445 -1.688 -1.058 -1.68
C 3.853023 -1.306341 0.137955 -0.801 -0.086 -0.337 0.07
C 0.858160 1.679621 3.268470 -0.449 0.007 0.130 -1.82
C -3.571580 -0.576815 5.125312 0.695 1.636 1.973 0.08
C 0.605818 3.732429 -0.886903 -0.659 1.075 -0.540 0.52
C -1.865581 -0.817185 2.640223 1.096 0.336 0.585 -1.61
C -1.718435 1.628702 -2.607505 -0.138 -0.836 -0.724 -0.91
C -3.114933 -3.788855 4.670462 0.310 0.936 1.774 -0.22
C -0.090237 -3.614364 -1.310388 1.542 1.712 -0.199 2.12
C -4.223188 -0.004779 6.215168 -1.057 0.179 0.426 -0.67
C 5.711159 -0.219985 1.212294 0.941 -1.058 -0.157 -0.46
C 0.685134 3.057186 0.345354 0.537 0.058 -0.814 0.09
C 0.180143 3.063115 2.961676 1.144 -0.860 -0.527 0.09
C 2.074341 -1.667809 -3.781328 -0.863 -0.105 0.252 1.38
C 1.474119 -1.994651 -4.989705 1.252 -0.117 -0.523 -0.43
C -3.373148 2.922210 -1.870806 -0.486 0.529 0.328 -0.65
C -0.027280 -5.079532 -1.302499 -1.964 -2.567 -0.415 -1.53
C 0.016624 3.568725 1.502719 0.952 -1.365 0.338 0.12
C -2.183886 1.689546 -5.044060 2.260 -1.407 0.214 -0.87
C -4.259968 -1.155665 4.149050 -1.934 -1.262 -2.410 0.34
C 4.931339 0.856975 1.405519 -2.895 1.479 0.417 -1.10
C -1.049067 5.213648 0.041396 -0.733 -0.715 3.068 -1.12
C 3.564124 0.837566 1.036582 1.908 -1.800 -1.625 0.44
C -0.351454 4.825282 -1.026631 2.930 -2.716 1.037 -1.52
C 0.954691 3.826975 -3.453179 0.738 -1.028 -1.547 -1.49
C -1.477893 -5.584635 4.389044 -0.962 -0.983 0.708 -0.61
C 5.181377 -1.349291 0.549801 -0.117 0.858 0.867 -1.10
C -5.657345 -1.308670 4.281040 1.052 1.010 0.416 -0.38
C -0.173003 -3.272138 -3.808424 0.279 0.233 -0.409 -0.10
C 1.573185 3.473994 -2.097703 -0.935 2.478 0.471 1.95
C 1.057055 4.024541 3.794627 0.061 -1.056 1.306 -1.31
C 2.731151 2.051570 0.981347 -1.696 1.030 0.599 -0.49
C -0.840875 4.607798 1.349025 -1.362 1.741 -1.689 -0.38
C 3.083836 -2.319904 -0.783021 -0.918 2.939 0.108 -0.11
C 1.476668 -2.119354 -2.568605 1.650 -0.121 -0.952 -2.06
C -1.485659 -3.073326 -1.141728 -0.526 1.491 1.657 -0.85
H 1.635358 3.368879 -4.247029 -0.779 0.357 0.895 0.44
H 6.748599 -0.135022 1.586395 -0.607 -0.570 -0.472 0.38
H 2.775767 5.373350 -2.114160 -0.173 -0.030 0.376 0.36
H -3.958906 3.563524 -1.205963 0.456 -0.643 -0.066 0.41
H 0.596652 0.745234 2.783418 -0.921 0.094 -0.168 0.30
H -2.108177 -3.003915 -2.047956 0.291 -0.774 0.251 0.41
H 4.568246 -2.690516 -3.805418 -0.185 0.204 0.094 0.38
H 0.887380 5.065275 3.593765 -0.233 0.510 -0.040 0.45
H -1.273732 2.189852 -5.410066 -0.403 0.077 0.028 0.26
H 2.090162 3.768169 3.490304 -0.399 0.491 0.496 0.28
H -0.618398 -5.562404 -2.125178 0.176 0.561 0.466 0.33
H -0.039885 3.315765 -3.606965 0.842 1.084 0.113 0.01
H 3.101304 4.066132 -0.876280 0.809 0.649 1.232 0.49
H -3.674023 0.702201 6.822625 0.006 -0.267 0.371 0.39
H 1.820224 2.455519 -2.110665 0.463 -1.527 0.052 -0.71
H -6.196056 0.359536 7.174733 0.865 -0.707 -0.407 0.31
H -7.401532 -1.011693 5.434883 0.245 0.254 0.260 0.39
H 3.993025 0.788950 -5.154297 0.764 0.113 -0.183 0.50
H 0.861604 1.508840 4.338167 -0.761 -0.047 0.431 0.44
H -1.446930 -1.969295 -0.847962 -0.154 -1.645 -0.112 -0.24
H -6.230854 -1.477397 3.417450 -0.653 -1.009 -0.981 0.42
H -0.189527 -3.076242 -5.923072 0.644 0.401 0.639 0.27
H -2.127801 1.792955 -0.551608 0.297 0.439 -1.025 -0.09
H -2.530549 -0.397928 4.994620 0.710 0.070 0.174 0.46
H -2.069968 0.274951 2.654554 -0.306 -0.609 0.322 0.54
H -1.688947 -3.773181 1.655286 -0.182 0.136 -0.415 -0.26
H 3.712930 3.903564 -2.495665 -0.526 0.250 0.130 0.34
H -1.136451 -1.056947 3.440828 -0.855 -0.009 0.016 0.66
H -1.403159 5.038419 2.203241 0.469 -0.459 -0.554 0.42
H -2.491235 -5.140672 6.194860 -0.300 -0.206 0.753 0.42
H -1.943762 -3.688526 -0.331120 -0.357 0.777 -0.676 0.50
H 5.827141 -2.193551 0.499334 -0.024 -0.755 -0.614 0.56
H -0.455526 -5.534314 -0.374812 0.407 0.480 -0.441 0.22
H 2.438743 0.228104 -5.566270 -1.078 -0.518 -1.121 0.36
H -0.687359 -5.720055 2.357850 0.728 -0.924 -0.297 0.47
H -1.818119 5.941861 -0.057641 -0.324 0.803 0.064 0.46
H 5.192989 1.763216 1.896435 0.763 0.525 0.265 0.59
H 1.031770 4.909722 -3.721391 -0.755 -0.726 0.530 0.49
H -1.914934 0.605531 -5.076442 -0.335 0.714 0.209 0.30
H -1.151085 -6.572647 4.679983 0.506 0.200 0.733 0.31
H 0.663382 -3.294470 -0.504933 -1.584 -0.078 -0.815 -0.35
H 1.911520 1.668559 3.133105 1.006 0.678 -0.513 0.37
H 5.449653 -1.216211 -4.344332 -1.033 -0.490 0.125 0.41
H -3.764202 -3.239821 5.389521 0.389 -0.522 -0.812 0.24
H -2.984549 1.828267 -5.711284 -1.198 0.561 -0.445 0.41
H 4.251313 -1.976401 -5.379325 -0.080 -0.271 -0.489 0.38
H 2.030589 -1.681964 -5.918578 -1.108 -0.466 0.893 0.35
H 2.660454 1.185395 -4.116087 0.062 -0.549 -0.597 0.06
H -0.311900 5.394432 -1.888102 -0.401 0.821 -1.844 0.58
H -0.843533 3.051705 3.294159 -0.377 -0.132 0.634 0.80
H 0.944517 -5.466634 -1.454887 1.285 -0.221 0.106 0.47
H 0.898823 3.810394 4.931669 0.382 0.423 -1.996 0.30
H -1.105272 -3.783000 -3.825369 -0.474 -0.718 -0.070 0.56
H 3.522650 -0.541437 -2.837660 0.530 0.599 1.022 -0.25
H -4.204555 3.334003 -3.829107 -0.535 0.307 -0.644 0.51
```
Positions in Å, forces in eV/Å.

energy	-121094.8387	eV
total charge	0
lowest unoccupied orbital energy	-0.08	eV



An isolated molecule of C2H3NS3 in a non-equilibrium geometry, computed with ωB97M-V with the def2-TZVPD basis set.

Structure (XYZ):
```
9
Properties=species:S:1:pos:R:3:forces:R:3:mulliken_charge:R:1
S 0.757843 3.216737 -0.026404 -0.405 -1.998 -0.500 -0.20
S -0.351881 -2.105590 -0.642260 -0.201 -0.496 -0.872 0.11
S -0.830075 -2.627205 1.271533 -1.003 1.479 0.621 -0.23
N 0.097001 -0.587997 -0.842218 1.452 2.431 1.346 -0.28
C 0.681660 1.669905 -0.628850 1.521 1.524 0.329 -0.39
C 0.325742 0.425374 -0.017099 -2.723 -3.024 1.537 0.26
H -1.864589 -1.671451 1.340404 0.834 -1.173 0.151 0.19
H 0.017612 0.270494 1.114686 0.906 0.677 -2.191 0.26
H 1.166688 1.409734 -1.569793 -0.382 0.580 -0.420 0.28
```
Positions in Å, forces in eV/Å.

energy	-36116.4691	eV
SMILES	S=C/C=N/SS
total charge	0
lowest unoccupied orbital energy	-1.51	eV



An isolated ion of composition C4H8NS2 and charge +1 in a non-equilibrium geometry, computed with ωB97M-V with the def2-TZVPD basis set.

Structure (XYZ):
```
15
Properties=species:S:1:pos:R:3:forces:R:3:mulliken_charge:R:1
S 0.771896 2.349214 0.147796 1.988 -0.948 -0.745 -0.13
S 1.836677 -0.312341 1.370444 -0.054 0.094 0.023 -0.06
N -0.782748 0.267841 0.943669 -0.836 3.536 -1.208 -0.30
C -1.379498 -0.934173 0.247172 -0.736 2.002 1.810 -0.34
C 0.571526 0.567312 0.487720 0.297 -0.986 -4.210 -0.19
C -0.777852 -1.242113 -0.862174 0.038 -0.867 -1.525 -0.01
C 0.255506 -0.367474 -1.358653 2.291 2.880 2.960 -0.58
H -1.317143 1.208696 0.653032 0.794 -2.444 0.550 0.43
H -2.355985 -0.955878 0.675158 -0.588 -1.743 -0.021 0.42
H -0.994849 -2.117028 -1.470348 -0.611 0.080 0.220 0.39
H 2.776490 0.177657 0.542685 0.057 -0.157 0.263 0.17
H 1.248333 -0.788243 -1.524873 -0.306 -0.089 -0.336 0.31
H 0.019994 0.512601 -2.018708 -0.106 -1.215 0.612 0.31
H -0.833111 0.310661 1.956113 -0.261 -0.736 0.491 0.38
H 1.985769 2.100751 -0.617312 -1.967 0.594 1.114 0.20
```
Positions in Å, forces in eV/Å.

energy	-27427.9117	eV
total charge	+1
lowest unoccupied orbital energy	-4.03	eV



Number 1 is which compound?
C14H12FNS



Number 1 is which compound?
C14H12FNS



Copy entry 1 word for word.
An isolated molecule of C14H12FNS in a non-equilibrium geometry, computed with ωB97M-V with the def2-TZVPD basis set.

Structure (XYZ):
```
29
Properties=species:S:1:pos:R:3:forces:R:3:mulliken_charge:R:1
S 0.741067 1.859215 1.358058 0.341 -1.461 -1.301 -0.25
F -6.152419 0.195100 0.449158 2.083 0.068 -0.837 -0.33
N 2.182869 -0.869538 0.972184 -1.578 1.350 -1.556 -0.27
C -0.202676 0.276585 1.028427 -0.153 -2.660 -0.807 0.16
C -1.747543 0.249750 0.915226 2.322 -2.707 -0.465 -0.41
C 4.469745 1.033324 -1.721515 -2.004 0.386 1.935 -0.39
C 2.728323 2.834223 -0.659800 1.685 -4.130 -0.415 -0.43
C -4.744635 0.265963 0.049876 -0.178 -0.406 0.087 -0.14
C 3.918469 2.497908 -1.638103 -1.708 -2.663 2.205 -0.40
C -0.018382 -2.336950 0.523121 -1.715 3.242 0.366 -0.60
C -2.474792 -1.081420 0.596265 3.523 0.373 -0.029 0.72
C -4.066257 -1.121127 0.467277 0.467 -0.209 0.627 -0.48
C 0.720899 -0.989533 0.847043 -4.266 -0.462 -0.324 0.29
C -1.579611 -2.359943 0.381624 1.701 2.656 0.902 -0.60
C 2.184660 1.657116 0.183366 1.643 -1.082 -1.533 0.42
C 3.925116 -0.143075 -0.843001 -2.035 4.115 0.430 -0.54
C 2.755493 0.187016 0.120633 1.781 2.141 -2.164 0.34
H 2.281332 3.892881 -0.571665 0.802 -2.057 -0.163 0.31
H 4.322336 -1.214424 -0.887370 -0.531 1.866 -0.091 0.22
H 2.669018 -1.767932 0.857905 -0.432 0.657 -0.038 0.32
H -2.284596 1.256490 1.079921 0.939 -1.968 -0.353 0.07
H 4.319012 3.344985 -2.292361 -0.503 -1.595 1.040 0.31
H -2.046014 -3.379391 0.127466 0.649 1.897 0.448 0.26
H -4.478640 -1.393297 1.515075 0.533 0.381 -1.755 0.26
H 0.605679 -3.292104 0.370289 -1.231 1.656 0.248 0.19
H 5.317305 0.747209 -2.449360 -1.548 0.813 1.280 0.27
H -4.668580 0.426896 -1.080069 -0.399 -0.233 1.592 0.25
H -4.326186 1.186857 0.574058 -0.537 -1.442 -0.570 0.17
H -4.350994 -1.962783 -0.273730 0.348 1.474 1.241 0.27
```
Positions in Å, forces in eV/Å.

energy	-29747.2842	eV
SMILES	FCCc1ccc2c(c1)Sc1ccccc1N2
total charge	0
lowest unoccupied orbital energy	0.25	eV



What is the total charge in the fourth record?
+1